Formula: C24H20N6O6
Source: OMol25
Level of theory: ωB97M-V with the def2-TZVPD basis set

The geometry in ORCA input format:
```
! wB97M-V def2-TZVPD RIJCOSX def2/J DEFGRID3
* xyz 0 1
C -0.66 2.49 0.22
C -2.37 0.74 0.30
C -2.76 2.90 1.34
H 0.62 -2.83 -3.01
C -1.09 1.18 -0.15
H 0.65 0.90 -1.43
N -0.53 -1.07 -2.88
C 3.12 2.51 3.34
H -1.32 0.73 -3.72
H -4.11 1.19 1.48
C -3.17 1.58 1.07
C -0.93 -3.05 1.49
C 3.07 1.26 1.26
C 1.80 2.12 3.60
H 0.02 -0.20 -5.96
O 0.00 -0.70 3.21
N 5.16 1.97 2.01
O 4.67 3.62 4.82
C -1.49 3.33 0.92
N 3.63 3.10 4.48
H -1.64 -0.71 -5.54
H 1.24 0.32 0.66
H -1.13 4.33 1.18
H 0.87 -2.34 -5.27
C -0.17 -2.16 -4.97
C -2.59 -3.80 -0.12
C 1.11 1.27 2.66
O 3.99 -0.36 -0.25
C -0.50 0.01 -3.86
C -0.62 -0.85 -1.55
H -3.39 -4.50 -0.39
N 1.44 2.47 4.87
H -3.39 3.56 1.94
H 0.37 2.79 -0.04
C 1.73 0.88 1.45
O 5.29 0.99 1.04
C -0.49 -2.09 0.57
N -0.09 0.55 3.13
N 4.05 0.53 0.58
H -2.71 -0.28 0.06
H -1.11 -3.09 -3.25
H -0.83 -2.85 -5.50
H -2.64 -2.76 -1.99
O -1.10 1.18 3.48
C -0.22 0.39 -0.99
C -0.29 -2.39 -3.45
C -2.15 -2.84 -1.03
C 3.80 2.09 2.16
H 0.45 0.57 -3.75
O 2.52 3.12 5.38
C -0.60 -0.71 -5.21
H -0.44 -3.10 2.46
C -1.09 -1.96 -0.69
H 0.33 -1.43 0.82
H -2.33 -4.63 1.86
C -1.98 -3.90 1.14
*
```

Output
Energy relative to the best compared isomer or geometry (same formula, charge and spin) in kcal per mole: 20.3
HOMO-LUMO gap in Eh: 0.1909
LUMO energy in eV: -1.8
Highest occupied orbital energy in eV: -6.9

Atom charges from the Löwdin analysis, given in e for atoms 1 to 6: -0.08 -0.02 -0.11 0.13 -0.24 0.11

---

Formula: C24H38ClO7P
Source: OMol25
Level of theory: ωB97M-V with the def2-TZVPD basis set

The geometry in ORCA input format:
```
! wB97M-V def2-TZVPD RIJCOSX def2/J DEFGRID3
* xyz 0 1
H 4.73 -3.66 -0.76
H -3.24 -1.92 -0.05
H 3.06 -3.13 -0.68
C 4.08 -2.85 -0.38
O -0.53 2.53 -2.28
C 2.06 1.81 3.81
H -2.16 -0.04 0.47
C 4.84 1.66 0.40
H -3.72 2.75 -2.91
C -2.82 -5.00 -1.90
H 5.30 -2.59 1.36
C 1.66 0.61 -1.08
C -0.09 -0.63 0.14
H -4.54 3.20 -4.40
H 5.56 2.38 0.72
C 3.41 2.03 4.45
Cl 3.64 -4.23 1.89
H -1.94 -5.56 -2.27
C 3.41 -1.49 1.74
H -1.36 -5.48 0.68
C 4.23 -2.68 1.13
C 3.26 4.70 5.83
H -5.55 1.44 -6.35
C 2.71 0.17 -0.07
H 4.07 1.22 4.13
H 4.23 4.60 6.30
H 1.70 0.81 4.04
H -2.17 0.95 -1.70
H 2.58 4.00 6.32
H 4.06 -0.74 2.20
H 2.15 1.93 2.73
C -3.44 1.33 -4.51
H 2.88 5.71 6.02
C -3.64 2.74 -4.00
P -1.03 1.64 -1.21
O -4.40 0.41 -4.00
H -3.43 1.30 -5.60
H -1.21 -3.23 1.66
H 3.95 5.24 3.88
O 4.01 3.24 4.01
O 1.98 1.09 -2.13
H -1.30 2.45 -0.08
H 3.39 2.02 5.55
H -6.08 1.62 -3.91
H 1.30 2.51 4.18
C -2.17 -2.15 -0.01
H -5.63 -0.31 -6.26
H -2.79 3.37 -4.29
C -2.01 -3.39 0.93
H -6.33 -0.11 -3.84
O 0.93 -2.71 0.78
C -6.02 0.61 -5.83
H -1.81 -2.35 -1.03
C 3.35 4.45 4.34
C 1.06 -1.53 0.55
C -5.75 0.66 -4.34
C -1.49 -0.90 0.64
O -3.56 -4.43 -2.64
H 4.43 -1.94 -0.88
H -0.98 -4.38 -0.66
H 2.36 4.49 3.87
C -1.73 -4.64 0.09
C 0.22 0.40 -0.64
C 4.00 0.88 0.04
H -2.47 0.96 -4.18
H -1.49 -1.08 1.72
H -2.92 -3.53 1.53
O -2.99 -5.03 -0.53
H 2.86 -1.94 2.58
C 2.43 -0.90 0.72
H -7.10 0.67 -6.02
*
```

Output
HOMO-LUMO gap in Eh: 0.2943
LUMO energy in eV: -1.6
Highest occupied orbital energy in eV: -9.6

Atom charges from the Löwdin analysis, given in e for atoms 1 to 6: 0.08 0.12 0.07 -0.14 -0.43 -0.08

---

Formula: C4H13NO
Source: OMol25
Level of theory: ωB97M-V with the def2-TZVPD basis set

The geometry in ORCA input format:
```
! wB97M-V def2-TZVPD RIJCOSX def2/J DEFGRID3
* xyz 0 1
H 1.32 1.97 -0.89
H 1.02 0.39 1.77
H -0.53 1.83 0.72
N -0.35 -0.19 0.25
C -1.41 -0.66 1.14
C 0.94 -0.28 0.91
C 0.34 1.66 -1.26
H 1.63 -2.63 -1.09
O 0.75 -2.53 -1.43
H -1.42 -0.09 2.07
H -2.35 -0.47 0.62
H 1.10 -1.32 1.22
H -0.12 2.46 -1.83
H 0.39 -1.67 -1.17
H 0.53 0.84 -1.95
H 1.75 -0.06 0.21
C -0.60 1.18 -0.18
H -1.31 -1.72 1.35
H -1.65 1.29 -0.46
*
```

Output
Energy relative to the best compared isomer or geometry (same formula, charge and spin) in kcal per mole: 12.8
HOMO-LUMO gap in Eh: 0.3684
LUMO energy in eV: 1.0
Highest occupied orbital energy in eV: -9.0

Atom charges from the Löwdin analysis, given in e for atoms 1 to 6: 0.07 0.09 0.11 -0.31 -0.09 -0.13

---

Formula: C4H10N3
Source: OMol25
Level of theory: ωB97M-V with the def2-TZVPD basis set

The geometry in ORCA input format:
```
! wB97M-V def2-TZVPD RIJCOSX def2/J DEFGRID3
* xyz 1 1
N -0.30 0.20 -0.64
N 1.87 -0.49 -0.07
H 3.23 -0.05 1.43
H 3.89 -0.77 -0.05
C -1.62 -0.40 -0.56
H -3.36 -0.92 0.59
C 0.93 0.41 -0.21
H -1.86 -1.02 -1.45
H -1.46 1.64 -1.71
N 3.12 -0.09 0.34
H -1.89 -2.07 0.58
C -1.44 1.11 -0.70
H -1.69 -0.55 1.63
H 3.40 0.91 0.09
H -1.72 1.65 0.19
C -2.21 -1.02 0.68
H 1.09 1.45 -0.15
*
```

Output
Energy relative to the best compared isomer or geometry (same formula, charge and spin) in kcal per mole: 94.4
HOMO-LUMO gap in Eh: 0.3605
LUMO energy in eV: -3.6
Highest occupied orbital energy in eV: -13.4

Atom charges from the Löwdin analysis, given in e for atoms 1 to 6: -0.03 -0.02 0.21 0.22 -0.28 0.12

---

Formula: C16H19ClN4O3S
Source: OMol25
Level of theory: ωB97M-V with the def2-TZVPD basis set

The geometry in ORCA input format:
```
! wB97M-V def2-TZVPD RIJCOSX def2/J DEFGRID3
* xyz 0 1
C -5.05 -0.91 1.98
H 3.65 2.73 -1.97
H 4.55 1.12 1.19
H 0.42 -1.31 -1.97
H 5.34 2.73 -2.53
C 4.40 0.80 -2.61
O -4.61 0.38 1.80
C -5.20 -1.85 0.97
N -1.63 -0.86 -1.14
S 0.69 0.06 -0.05
H 4.90 -0.66 -0.48
H -6.05 -2.78 4.62
C 4.61 2.17 -1.96
N 5.11 2.00 -0.61
H -5.23 -0.51 4.06
O -1.85 0.66 0.43
H -5.77 -3.85 0.49
C 4.15 1.24 0.18
H -4.95 -1.62 -0.06
C -3.06 0.26 -0.04
H -4.20 1.92 0.61
C -5.65 -3.12 1.28
C -5.35 -1.26 3.29
H 3.24 -0.71 0.15
C -5.81 -2.52 3.60
C -1.00 -0.08 -0.31
H -5.14 0.62 -0.20
H 5.36 0.27 -2.66
Cl -6.53 -5.04 2.96
N -2.94 -0.63 -0.97
C 2.26 -0.27 -2.31
C 3.94 -0.14 -0.45
H 6.20 3.76 -0.59
H 3.18 1.76 0.25
N 3.48 0.02 -1.81
H 5.86 3.07 1.00
C -5.96 -3.45 2.58
H 1.76 -1.90 -0.94
O 1.93 0.01 -3.44
C 5.44 3.26 0.01
H 3.98 0.91 -3.61
C 1.30 -1.02 -1.39
H 4.58 3.93 0.12
C -4.32 0.84 0.50
*
```

Output
Energy relative to the best compared isomer or geometry (same formula, charge and spin) in kcal per mole: 60.0
HOMO-LUMO gap in Eh: 0.3367
LUMO energy in eV: 0.6
Highest occupied orbital energy in eV: -8.6

Atom charges from the Löwdin analysis, given in e for atoms 1 to 6: -0.26 0.13 0.13 0.07 0.12 -0.11

---

Formula: C5H13NO
Source: OMol25
Level of theory: ωB97M-V with the def2-TZVPD basis set

The geometry in ORCA input format:
```
! wB97M-V def2-TZVPD RIJCOSX def2/J DEFGRID3
* xyz 0 1
H -0.62 -2.80 -0.79
C 1.39 -0.60 0.11
H -0.76 -0.47 -0.65
H 0.17 -2.91 0.80
O -2.22 1.95 -0.20
H 0.09 1.62 -1.42
H -1.90 2.39 0.58
C -0.64 -2.35 0.13
H 2.72 1.20 -0.10
C 1.77 0.81 -0.20
H -1.59 -2.53 0.63
H -1.70 0.16 1.12
H 1.88 -0.99 0.95
H 1.51 2.54 -1.57
N -0.85 -0.37 1.45
C 1.16 1.69 -1.07
C -0.14 -0.91 0.27
H -1.92 2.39 -1.03
H -0.11 0.21 1.82
H 1.74 -1.04 -0.83
*
```

Output
Energy relative to the best compared isomer or geometry (same formula, charge and spin) in kcal per mole: 73.2
HOMO-LUMO gap in Eh: 0.3509
LUMO energy in eV: 0.8
Highest occupied orbital energy in eV: -8.8

Atom charges from the Löwdin analysis, given in e for atoms 1 to 6: 0.03 -0.16 0.14 0.11 -0.07 0.04

---

Formula: C24H36FN3O21S8
Source: OMol25
Level of theory: ωB97M-V with the def2-TZVPD basis set

The geometry in ORCA input format:
```
! wB97M-V def2-TZVPD RIJCOSX def2/J DEFGRID3
* xyz 0 1
H 1.32 4.81 -3.33
H 8.11 -4.15 5.80
H 10.70 -3.69 0.98
H 2.74 2.91 1.38
O 4.33 0.69 1.02
C -9.25 -4.93 -2.00
C 0.77 4.06 -3.99
S -2.24 3.13 -3.25
S 5.51 -3.13 3.83
C -4.62 7.42 -3.26
H 3.27 1.53 -0.56
H -5.60 6.96 -3.13
S 4.10 0.59 2.62
H -2.59 0.57 1.39
C 11.21 -4.65 0.88
H -3.00 1.27 -1.01
H -10.22 -5.18 -2.44
H -2.00 2.21 1.84
C -5.22 0.89 1.67
O 10.35 -4.88 4.07
S -9.08 -6.41 0.00
O 12.48 -4.67 2.84
C 1.87 1.54 -5.04
C 7.30 -4.31 5.08
C -4.25 2.13 1.64
H 1.28 1.90 1.21
O -3.62 6.44 -2.96
C -6.54 -1.00 2.89
O -3.88 5.44 -0.71
C 3.09 1.02 0.38
H 13.22 -5.43 1.09
C 2.36 1.89 1.39
N 0.51 2.80 -3.27
H -0.34 1.81 -4.98
O 6.58 -3.91 2.89
H -8.48 -3.60 -0.48
H -3.11 3.03 -0.52
H 11.18 -4.97 -0.16
S -6.48 -0.23 -1.96
H -4.52 7.76 -4.30
H -3.55 9.17 -2.56
H -4.64 2.93 0.96
H -10.18 -3.30 -0.89
C -5.80 0.29 0.40
O -10.08 -7.42 0.02
O -8.65 -6.14 -1.54
O 2.65 1.32 2.66
H -8.62 -4.46 -2.75
O 2.64 2.77 -5.01
H 2.28 4.83 -5.43
C -4.40 8.54 -2.27
O 3.92 -0.78 2.96
H -0.15 4.59 -4.39
C 0.48 1.66 -4.22
O -1.85 6.78 -1.28
H 1.10 3.64 -6.19
H 13.13 -3.66 1.15
C -2.77 1.67 1.19
H 2.47 0.76 -4.48
S -0.79 2.36 -0.77
C -6.72 -0.93 0.33
H 2.55 0.09 0.19
H 1.70 1.28 -6.12
O 5.05 1.42 3.27
H -7.73 -2.49 1.75
O 4.31 -3.91 3.87
N -7.17 -1.36 -0.90
O 6.29 -3.32 5.24
O 10.54 -5.60 1.72
C 1.73 3.85 -5.26
H -4.13 2.58 2.67
H 0.36 0.68 -3.68
H 8.45 -3.34 3.52
S -3.25 6.52 -1.39
H -5.28 9.16 -2.13
C -7.07 -1.59 1.67
O -9.79 -4.98 0.27
S 11.20 -5.60 3.19
O 5.51 -1.75 3.48
N -5.59 0.74 -0.91
C -0.76 2.80 -2.56
O 11.67 -6.91 3.47
H 6.85 -5.29 5.27
C 12.62 -4.58 1.42
C -5.62 0.24 2.94
C -9.42 -4.07 -0.76
C 7.76 -4.18 3.64
O -4.05 7.88 -1.05
F -6.89 -1.64 4.08
H 8.24 -5.09 3.28
C -2.56 2.05 -0.34
O -7.90 -6.48 0.79
H -5.29 0.60 3.95
*
```

Output
HOMO-LUMO gap in Eh: 0.2764
LUMO energy in eV: -1.3
Highest occupied orbital energy in eV: -8.8

Atom charges from the Löwdin analysis, given in e for atoms 1 to 6: 0.13 0.13 0.14 0.13 -0.19 -0.17

---

Formula: C20H14ClF2NO4S
Source: OMol25
Level of theory: ωB97M-V with the def2-TZVPD basis set

The geometry in ORCA input format:
```
! wB97M-V def2-TZVPD RIJCOSX def2/J DEFGRID3
* xyz 0 1
C -0.73 1.41 1.80
C 2.82 0.99 4.09
S 1.25 0.20 -1.68
C -0.24 0.15 -0.71
C -3.18 1.96 1.93
C 1.30 -2.29 -5.58
H 2.34 -1.12 4.19
C 2.05 -0.14 3.83
C 0.86 0.05 3.13
F 4.01 0.84 4.75
H 0.18 -0.79 3.00
O 1.10 -2.40 -7.87
H -3.68 -1.12 4.27
C -2.26 0.25 3.39
C 1.18 -0.78 -3.22
H 0.34 -0.62 -6.53
F -5.83 -0.19 3.10
N 1.50 -2.96 -6.82
H -5.35 2.12 1.97
C 0.49 1.30 2.58
C -4.47 1.57 2.27
H -1.42 -0.11 3.99
C 1.35 2.41 2.83
O 2.26 -0.43 -0.87
C 0.65 -0.26 -4.42
O 2.08 -4.07 -6.83
C 1.71 -2.09 -3.21
H -0.66 1.73 0.77
H 2.21 -3.82 -4.39
H 2.08 -2.54 -2.29
C -4.61 0.42 3.06
H -3.03 2.90 1.37
H 3.15 3.12 3.83
C 0.72 -1.01 -5.59
C 2.51 2.26 3.59
C -2.03 1.22 2.37
C 1.78 -2.83 -4.38
C -3.53 -0.25 3.63
H 0.18 0.72 -4.47
H 1.03 3.39 2.47
Cl -0.45 -1.28 0.14
H -1.07 0.52 -1.34
O 1.40 1.56 -2.16
*
```

Output
Energy relative to the best compared isomer or geometry (same formula, charge and spin) in kcal per mole: 164.3
HOMO-LUMO gap in Eh: 0.1701
LUMO energy in eV: -2.8
Highest occupied orbital energy in eV: -7.5

Atom charges from the Löwdin analysis, given in e for atoms 1 to 6: 0.04 -0.23 0.57 -0.77 0.02 -0.16

---

Formula: C33H35AuN5O2S3
Source: OMol25
Level of theory: ωB97M-V with the def2-TZVPD basis set

The geometry in ORCA input format:
```
! wB97M-V def2-TZVPD RIJCOSX def2/J DEFGRID3
* xyz 1 3
H 2.02 2.99 2.44
H 2.32 1.57 3.46
C 5.04 1.97 3.79
H -1.47 3.03 -3.81
H -1.14 4.43 -2.79
C -0.83 3.41 -3.01
H 2.18 1.00 1.34
H 0.81 4.07 -4.24
H 0.96 -3.92 1.50
C -1.83 -2.40 0.66
O -3.47 -1.69 -2.18
H 4.41 4.59 3.06
H 2.55 3.55 -2.43
C -0.08 2.38 -0.93
C 4.27 1.56 1.45
C 4.14 2.48 2.66
C -0.10 -3.71 1.51
H -3.81 -2.79 1.45
H -0.61 -5.23 2.94
H 0.90 2.37 -3.76
Au 0.07 -0.85 -0.70
H -8.99 -1.25 2.00
H -5.45 -2.66 -1.06
C 1.50 3.76 -2.23
C -4.84 -0.03 1.01
S -0.42 1.35 0.44
C 3.17 0.90 0.91
C 2.71 2.56 3.17
H -1.86 1.99 -1.73
H -1.47 -2.53 -3.07
C 1.42 -3.70 -4.45
N -1.02 2.57 -1.83
H -8.06 -2.28 3.08
H 6.39 1.88 1.25
H -4.12 0.76 1.15
H 1.77 2.78 -0.33
C 0.53 -2.00 -2.48
N 2.33 -0.63 -0.87
C 5.71 0.54 -0.24
S -3.28 -0.81 -1.06
C 3.33 0.08 -0.21
C 0.06 -3.53 -4.23
C 2.79 -1.33 -1.86
S 4.49 -1.20 -2.11
H 1.76 -4.38 -5.22
H 5.65 3.92 2.00
C -5.60 -1.97 -0.24
H -7.41 -2.87 0.46
H -6.07 0.55 2.66
C 1.89 -2.13 -2.70
H 1.41 4.82 -2.00
C -4.68 -0.95 -0.02
C -2.32 -4.10 2.26
C 5.53 1.37 0.85
N 1.10 2.96 -1.06
C 2.34 -3.00 -3.69
H -0.66 -4.08 -4.83
C 4.59 3.89 2.25
N -2.00 -1.31 -0.19
H -8.07 -0.53 3.34
C -2.77 -3.07 1.45
C 0.64 3.38 -3.42
H 6.08 1.89 3.49
H 4.71 0.99 4.14
C -8.06 -1.31 2.58
C 4.59 -0.11 -0.77
C -6.87 -1.18 1.67
H -3.03 -4.63 2.88
C -6.68 -2.08 0.61
H 6.69 0.40 -0.67
H 4.03 4.24 1.37
C -0.41 -2.67 -3.24
C -5.94 -0.16 1.85
H 2.68 3.19 4.06
H 4.99 2.66 4.64
C -0.97 -4.43 2.31
H 3.40 -3.13 -3.86
N -0.53 -2.75 0.70
O -3.06 0.59 -1.32
*
```

Output
Expectation value of S²: 2.0134
HOMO-LUMO gap (alpha / beta) in Eh: 0.2750 / 0.1836
LUMO energy (alpha / beta) in eV: -2.7 / -5.7
Highest occupied orbital energy (alpha / beta) in eV: -10.2 / -10.7

Atom charges from the Löwdin analysis, given in e for atoms 1 to 6: 0.08 0.09 -0.04 0.13 0.13 -0.13

---

In order of appearance, M = 488.5 505.0 91.2 100.1 382.9 103.2 978.1 437.9 826.8 g/mol.